(1)
Below is a molecular structure, C6H13NO3, with properties calculated with ωB97M-V/def2-TZVPD.

Computed properties:
Charge: 0
Orbital gap in eV: 9.72
Energy relative to the best compared isomer or geometry (same formula, charge and spin) in eV: 4.7434
LUMO energy in hartree: 0.01218
Total energy in Eh: -516.7648

Structure (XYZ):
```
23
Properties=species:S:1:pos:R:3:lowdin_charge:R:1
C 0.886 4.386 0.509 -0.08
C 0.373 3.007 0.905 -0.19
C 0.355 1.971 -0.233 -0.53
O -0.493 2.387 -1.289 0.01
C 1.740 1.820 -0.889 -0.19
O 2.798 1.722 0.032 -0.04
C -0.145 0.631 0.356 -0.08
C -0.529 -0.397 -0.633 -0.20
N -0.290 -1.310 -1.391 0.11
H 0.748 5.091 1.340 0.08
H 1.957 4.366 0.264 0.08
H 0.342 4.780 -0.360 0.08
H 0.979 2.607 1.731 0.12
H -0.655 3.094 1.293 0.12
H -1.369 2.584 -0.941 0.11
H 1.716 0.952 -1.567 0.13
H 1.922 2.715 -1.498 0.14
H 2.607 1.072 0.722 0.09
H 0.633 0.197 1.005 0.14
H -1.023 0.829 0.990 0.13
O -2.532 -0.872 -0.835 -0.24
H -2.730 -0.794 0.104 0.01
H -1.776 -1.665 -1.503 0.21
```



(2)
Below is 2 unconnected molecules or ions with the total composition C2H2NO3P, with properties calculated with ωB97M-V/def2-TZVPD.

Computed properties:
Charge: -2
Orbital gap in eV: 8.14
Energy relative to the best compared isomer or geometry (same formula, charge and spin) in eV: 0.1396
LUMO energy in hartree: 0.24873
Total energy in Eh: -699.2606

Structure (XYZ):
```
9
Properties=species:S:1:pos:R:3:lowdin_charge:R:1
C -0.770 1.195 -2.529 -0.56
C -0.122 -0.036 0.549 -0.27
N -1.146 1.251 -3.655 -0.32
O -1.070 -0.314 3.193 -0.40
O 0.880 -1.759 2.610 -0.41
O 0.778 0.668 1.556 -0.35
P -0.001 -0.640 2.261 0.18
H -1.129 0.567 0.379 0.07
H 0.594 -0.462 -0.208 0.06
```



(3)
Below is C21H29N3O4S in the gas phase, with properties calculated with ωB97M-V/def2-TZVPD.

Computed properties:
Charge: 0
Orbital gap in eV: 9.79
Energy relative to the best compared isomer or geometry (same formula, charge and spin) in eV: 0.0275
Structure (SMILES): CC[C@@H](O)[C@H](C)C(=O)N1CC[C@](NC(=O)CN2CSCC2=O)(c2ccccc2)C1
LUMO energy in hartree: 0.02082
Total energy in Eh: -1681.1111

Structure (XYZ):
```
58
Properties=species:S:1:pos:R:3:lowdin_charge:R:1
C -2.742 -3.064 5.259 -0.10
C -2.085 -2.255 4.148 -0.20
C -2.262 -2.885 2.772 -0.37
O -3.641 -2.950 2.408 -0.03
C -1.578 -2.076 1.675 -0.25
C -1.798 -2.694 0.291 -0.02
C -0.082 -2.012 1.934 -0.44
O 0.535 -2.965 2.389 0.07
N 0.559 -0.863 1.608 -0.01
C 2.018 -0.778 1.717 -0.11
C 2.327 0.631 1.218 -0.08
C 1.207 0.889 0.202 -0.36
N 1.429 0.045 -0.977 0.15
C 2.412 0.306 -1.872 -0.45
O 3.327 1.085 -1.682 0.09
C 2.209 -0.389 -3.216 -0.03
N 1.158 0.295 -3.954 -0.09
C 1.446 1.572 -4.573 -0.41
S -0.074 2.048 -5.450 0.89
C -1.085 0.903 -4.484 -0.37
C -0.141 -0.019 -3.739 -0.53
O -0.521 -0.919 -3.006 0.05
C 0.971 2.327 -0.230 -0.15
C 0.110 2.564 -1.300 -0.03
C -0.128 3.849 -1.758 -0.07
C 0.499 4.927 -1.147 -0.08
C 1.355 4.703 -0.081 -0.07
C 1.593 3.411 0.372 -0.02
C -0.002 0.300 0.936 -0.06
H -2.546 -2.622 6.236 0.07
H -3.828 -3.107 5.144 0.07
H -2.358 -4.086 5.274 0.08
H -2.505 -1.244 4.119 0.12
H -1.016 -2.167 4.350 0.11
H -1.825 -3.891 2.777 0.15
H -4.090 -3.536 3.024 0.08
H -2.012 -1.072 1.702 0.14
H -1.334 -2.099 -0.499 0.06
H -1.357 -3.692 0.262 0.10
H -2.861 -2.775 0.080 0.08
H 2.338 -0.950 2.744 0.13
H 2.480 -1.549 1.097 0.13
H 2.235 1.338 2.043 0.12
H 3.312 0.733 0.771 0.12
H 0.673 -0.549 -1.297 0.11
H 3.138 -0.336 -3.780 0.13
H 1.907 -1.428 -3.088 0.14
H 1.722 2.315 -3.822 0.08
H 2.256 1.472 -5.295 0.09
H -1.714 1.415 -3.755 0.08
H -1.726 0.309 -5.132 0.09
H -0.385 1.725 -1.776 0.10
H -0.795 4.008 -2.597 0.10
H 0.324 5.933 -1.504 0.10
H 1.857 5.535 0.395 0.10
H 2.290 3.259 1.184 0.11
H -0.802 0.036 0.243 0.13
H -0.393 1.038 1.644 0.15
```



(4)
Below is C6H12O in the gas phase, with properties calculated with ωB97M-V/def2-TZVPD.

Computed properties:
Charge: 0
Orbital gap in eV: 10.93
Energy relative to the best compared isomer or geometry (same formula, charge and spin) in eV: 1.6998
Structure (SMILES): C[C@@H]1C[C@@H]1[C@@H](C)O
LUMO energy in hartree: 0.03915
Total energy in Eh: -310.9968

Structure (XYZ):
```
19
Properties=species:S:1:pos:R:3:lowdin_charge:R:1
C -1.785 -1.079 -0.034 -0.07
C -1.512 0.421 0.117 -0.29
C -1.081 1.216 -1.062 -0.10
C -0.032 0.972 0.018 -0.16
C 1.004 -0.157 0.192 -0.40
C 2.527 -0.174 -0.062 -0.04
O 0.928 -0.524 1.575 -0.06
H -1.558 -1.448 -1.042 0.08
H -2.833 -1.340 0.161 0.08
H -1.172 -1.642 0.676 0.07
H -2.190 0.906 0.821 0.13
H -1.061 0.713 -2.026 0.11
H -1.478 2.230 -1.119 0.10
H 0.192 1.843 0.643 0.14
H 0.618 -0.967 -0.436 0.12
H 2.836 0.059 -1.084 0.07
H 2.815 -1.219 0.131 0.08
H 3.108 0.424 0.650 0.08
H 0.155 -0.078 1.941 0.08
```



(5)
Below is 2 unconnected molecules or ions with the total composition C8H16NO3P, with properties calculated with ωB97M-V/def2-TZVPD.

Computed properties:
Charge: 0
Orbital gap (spin up / spin down) in eV: 6.91 / 6.91
Energy relative to the best compared isomer or geometry (same formula, charge and spin) in eV: 5.2726
LUMO energy (spin up / spin down) in hartree: -0.09044 / -0.09039
Total energy in Eh: -936.0862

Structure (XYZ):
```
29
Properties=species:S:1:pos:R:3:lowdin_charge:R:1
C 0.161 2.647 0.966 -0.27
C -0.165 -0.440 -2.720 -0.04
C 1.515 1.089 -1.559 -0.09
C -1.785 0.428 0.088 -0.09
C 1.474 0.579 2.254 -0.12
C -1.288 -2.536 1.775 -0.05
C 0.020 0.818 -1.773 -0.36
C -0.420 0.278 -0.436 -0.16
N 0.257 3.731 1.290 -0.05
O 0.685 -2.150 -0.458 -0.21
O 1.751 -0.369 1.176 -0.23
O -0.410 -1.387 1.675 -0.27
P 0.488 -1.005 0.422 0.48
H -1.246 -0.416 -2.902 0.08
H 0.077 -1.324 -2.284 0.01
H 0.378 -0.276 -3.684 0.11
H 1.911 1.364 -2.612 0.11
H 2.066 0.157 -1.174 0.11
H 1.718 1.998 -1.080 0.04
H -2.291 1.492 0.070 0.14
H -2.578 -0.189 -0.636 0.18
H -1.967 0.089 1.037 0.03
H 1.438 -0.074 3.174 0.10
H 0.741 1.401 2.097 -0.01
H 2.496 1.048 2.492 0.12
H -1.228 -3.027 2.697 0.07
H -0.953 -3.430 0.992 0.15
H -2.189 -2.151 1.392 0.06
H -0.657 1.657 -2.279 0.19
```



(6)
Below is 20 unconnected molecules or ions with the total composition H39O20, with properties calculated with ωB97M-V/def2-TZVPD.

Computed properties:
Charge: -1
Orbital gap in eV: 9.92
Energy relative to the best compared isomer or geometry (same formula, charge and spin) in eV: 1.7719
LUMO energy in hartree: 0.07881
Total energy in Eh: -1528.2952

Structure (XYZ):
```
59
Properties=species:S:1:pos:R:3:lowdin_charge:R:1
O 2.016 0.104 -0.366 -0.09
H 2.951 0.031 -0.179 0.08
O 1.380 2.560 0.011 -0.32
H 1.732 1.059 -0.232 0.00
H 1.925 3.265 -0.333 0.03
O 1.658 1.573 -2.635 -0.07
H 1.744 0.758 -2.099 0.03
H 1.107 2.110 -1.993 0.04
O 0.698 -2.177 -1.613 -0.07
H -0.256 -2.021 -1.663 -0.02
H 1.184 -1.332 -1.506 0.02
O -1.561 -1.036 2.142 -0.06
H -2.076 -1.566 2.750 0.04
H -1.196 -1.686 1.537 0.03
O -5.466 -1.788 1.434 -0.06
H -5.053 -1.063 1.923 0.03
H -5.593 -1.388 0.570 0.03
O -1.384 -3.481 2.576 -0.07
H -2.048 -4.148 2.778 0.06
H -0.639 -3.801 2.034 0.00
O -0.818 3.171 -1.046 -0.12
H -0.756 4.095 -1.330 0.05
H 0.066 2.956 -0.584 -0.03
O -2.510 0.303 -0.110 -0.05
H -1.817 0.983 -0.220 0.06
H -2.446 -0.087 0.777 0.02
O -0.287 1.714 -4.358 -0.12
H 0.387 1.436 -3.667 -0.01
H -1.146 1.859 -3.858 0.08
O 0.689 1.153 4.979 -0.07
H 0.757 0.201 4.956 0.02
H 0.624 1.607 4.147 -0.02
O 1.565 1.741 2.375 -0.14
H 2.140 2.429 2.723 0.03
H 1.266 2.038 1.416 0.00
O 0.559 -4.342 0.818 -0.06
H 0.582 -3.593 0.192 0.03
H 1.085 -4.143 1.604 0.04
O 2.267 -2.861 -4.312 -0.11
H 1.906 -1.961 -4.452 -0.01
H 1.554 -3.140 -3.682 0.03
O 0.382 -0.737 -5.037 -0.08
H 0.917 -0.533 -5.807 0.05
H -0.012 0.051 -4.605 -0.01
O -3.277 3.530 0.056 -0.09
H -3.110 2.674 0.449 -0.01
H -2.420 3.737 -0.378 -0.01
O 0.901 5.136 2.356 -0.06
H 0.280 4.426 2.177 0.02
H 0.975 5.603 1.516 0.03
O -1.956 -1.715 -1.783 -0.07
H -2.166 -0.896 -1.272 0.00
H -2.086 -1.337 -2.665 0.06
O 3.411 -2.548 3.414 -0.08
H 2.914 -2.601 2.579 -0.01
H 3.962 -1.769 3.387 0.02
O 1.679 -1.865 1.472 -0.06
H 1.810 -1.342 0.672 0.00
H 1.005 -1.350 1.963 0.07
```



(7)
Below is a molecular structure, C16H9Cl5N5S4Y, with properties calculated with ωB97M-V/def2-TZVPD.

Computed properties:
Charge: 0
Orbital gap in eV: 7.88
Energy relative to the best compared isomer or geometry (same formula, charge and spin) in eV: 0.0000
LUMO energy in hartree: -0.00558
Total energy in Eh: -4821.0678

Structure (XYZ):
```
40
Properties=species:S:1:pos:R:3:lowdin_charge:R:1
Y -0.427 0.926 -0.177 0.88
Cl 3.237 1.170 0.040 0.65
C 2.514 2.662 -0.531 -0.72
C 1.144 2.681 -0.711 -0.33
C 0.612 3.881 -1.148 -0.70
Cl -1.129 3.918 -1.360 0.66
C 1.365 5.020 -1.399 -0.71
Cl 0.633 6.476 -1.937 0.70
C 2.745 4.950 -1.198 -0.70
Cl 3.720 6.335 -1.493 0.69
C 3.336 3.764 -0.756 -0.71
Cl 5.033 3.691 -0.501 0.69
S -2.983 1.133 0.515 0.54
C -3.275 -0.442 -0.184 -0.77
C -4.167 -1.283 0.557 -0.29
N -4.873 -1.969 1.153 0.17
C -2.732 -0.921 -1.338 -0.76
S -1.579 -0.071 -2.358 0.54
C -3.098 -2.229 -1.780 -0.29
N -3.349 -3.294 -2.141 0.18
S 0.501 -1.477 0.839 0.62
C 0.296 -2.829 -0.189 -0.80
N 0.519 -4.070 0.257 0.02
C 0.465 -5.056 -0.816 -0.12
C -0.161 -4.240 -1.961 -0.11
N -0.051 -2.866 -1.463 0.04
H 0.905 -4.221 1.172 0.14
H -0.161 -5.902 -0.540 0.12
H 1.465 -5.419 -1.060 0.12
H -1.209 -4.490 -2.117 0.09
H 0.378 -4.352 -2.899 0.12
H -0.349 -2.036 -1.959 0.02
S 1.081 2.102 4.378 1.07
C -0.252 1.036 4.482 -0.37
C -0.697 0.730 3.240 -0.27
N 0.031 1.293 2.216 -0.17
C 1.008 2.027 2.688 -0.47
H -0.656 0.709 5.424 0.08
H -1.544 0.108 2.996 0.09
H 1.706 2.556 2.055 0.06
```



(8)
Below is 11 unconnected molecules or ions with the total composition H22O11, with properties calculated with ωB97M-V/def2-TZVPD.

Computed properties:
Charge: 0
Orbital gap in eV: 10.72
Energy relative to the best compared isomer or geometry (same formula, charge and spin) in eV: 2.4162
Structure (SMILES): O.O.O.O.O.O.O.O.O.O.O
LUMO energy in hartree: -0.00346
Total energy in Eh: -840.7913

Structure (XYZ):
```
33
Properties=species:S:1:pos:R:3:lowdin_charge:R:1
O -2.086 -1.272 3.009 -0.02
H -2.454 -0.729 3.705 0.05
H -1.952 -2.153 3.316 0.03
O 1.707 0.117 2.529 -0.05
H 1.527 -0.532 3.213 0.04
H 2.632 -0.009 2.296 0.04
O -0.403 -0.545 -3.413 -0.04
H -0.900 -0.234 -2.659 0.03
H -0.308 -1.492 -3.505 0.03
O 2.480 -0.312 -4.054 -0.06
H 1.891 0.222 -3.523 0.00
H 1.950 -0.838 -4.652 0.02
O -1.044 2.638 -0.962 -0.05
H -0.924 2.332 -0.058 0.01
H -1.415 1.946 -1.497 0.01
O -0.671 -4.224 -2.344 -0.06
H -0.843 -4.882 -1.662 0.04
H -1.166 -3.465 -2.013 0.03
O -3.868 1.076 0.984 -0.05
H -4.741 1.203 1.366 0.03
H -3.607 0.185 1.239 0.01
O 1.940 2.871 -1.775 -0.06
H 2.599 3.311 -2.316 0.03
H 1.110 2.809 -2.252 0.01
O -0.202 2.827 4.030 -0.06
H 0.697 2.478 3.995 0.02
H -0.525 2.581 3.158 0.02
O 2.955 -2.279 0.585 -0.03
H 2.821 -2.164 -0.354 0.04
H 3.856 -2.303 0.820 0.01
O -0.550 0.424 0.751 -0.06
H -0.882 -0.026 1.523 0.00
H 0.375 0.441 0.521 0.03
```



(9)
Below is C4H6N2O2 in the gas phase, with properties calculated with ωB97M-V/def2-TZVPD.

Computed properties:
Charge: 0
Orbital gap in eV: 9.59
Energy relative to the best compared isomer or geometry (same formula, charge and spin) in eV: 4.0102
Structure (SMILES): O[C@@H]1C=NN=COC1
LUMO energy in hartree: 0.02074
Total energy in Eh: -415.8932

Structure (XYZ):
```
14
Properties=species:S:1:pos:R:3:lowdin_charge:R:1
O 1.845 -0.142 -0.340 0.01
C 0.735 0.658 -0.539 -0.36
C 0.444 1.196 0.866 -0.07
N -0.221 0.564 1.822 0.00
N -0.501 -0.766 1.850 0.03
C -0.929 -1.350 0.786 -0.25
O -0.946 -1.156 -0.501 -0.01
C -0.554 0.008 -1.165 -0.12
H 1.470 -1.001 -0.157 0.09
H 0.965 1.581 -1.151 0.16
H 0.574 2.269 0.973 0.10
H -1.218 -2.377 0.999 0.13
H -1.441 0.714 -1.228 0.15
H -0.223 -0.196 -2.214 0.14
```



Please write out number 6 again, unchanged.
Below is 20 unconnected molecules or ions with the total composition H39O20, with properties calculated with ωB97M-V/def2-TZVPD.

Computed properties:
Charge: -1
Orbital gap in eV: 9.92
Energy relative to the best compared isomer or geometry (same formula, charge and spin) in eV: 1.7719
LUMO energy in hartree: 0.07881
Total energy in Eh: -1528.2952

Structure (XYZ):
```
59
Properties=species:S:1:pos:R:3:lowdin_charge:R:1
O 2.016 0.104 -0.366 -0.09
H 2.951 0.031 -0.179 0.08
O 1.380 2.560 0.011 -0.32
H 1.732 1.059 -0.232 0.00
H 1.925 3.265 -0.333 0.03
O 1.658 1.573 -2.635 -0.07
H 1.744 0.758 -2.099 0.03
H 1.107 2.110 -1.993 0.04
O 0.698 -2.177 -1.613 -0.07
H -0.256 -2.021 -1.663 -0.02
H 1.184 -1.332 -1.506 0.02
O -1.561 -1.036 2.142 -0.06
H -2.076 -1.566 2.750 0.04
H -1.196 -1.686 1.537 0.03
O -5.466 -1.788 1.434 -0.06
H -5.053 -1.063 1.923 0.03
H -5.593 -1.388 0.570 0.03
O -1.384 -3.481 2.576 -0.07
H -2.048 -4.148 2.778 0.06
H -0.639 -3.801 2.034 0.00
O -0.818 3.171 -1.046 -0.12
H -0.756 4.095 -1.330 0.05
H 0.066 2.956 -0.584 -0.03
O -2.510 0.303 -0.110 -0.05
H -1.817 0.983 -0.220 0.06
H -2.446 -0.087 0.777 0.02
O -0.287 1.714 -4.358 -0.12
H 0.387 1.436 -3.667 -0.01
H -1.146 1.859 -3.858 0.08
O 0.689 1.153 4.979 -0.07
H 0.757 0.201 4.956 0.02
H 0.624 1.607 4.147 -0.02
O 1.565 1.741 2.375 -0.14
H 2.140 2.429 2.723 0.03
H 1.266 2.038 1.416 0.00
O 0.559 -4.342 0.818 -0.06
H 0.582 -3.593 0.192 0.03
H 1.085 -4.143 1.604 0.04
O 2.267 -2.861 -4.312 -0.11
H 1.906 -1.961 -4.452 -0.01
H 1.554 -3.140 -3.682 0.03
O 0.382 -0.737 -5.037 -0.08
H 0.917 -0.533 -5.807 0.05
H -0.012 0.051 -4.605 -0.01
O -3.277 3.530 0.056 -0.09
H -3.110 2.674 0.449 -0.01
H -2.420 3.737 -0.378 -0.01
O 0.901 5.136 2.356 -0.06
H 0.280 4.426 2.177 0.02
H 0.975 5.603 1.516 0.03
O -1.956 -1.715 -1.783 -0.07
H -2.166 -0.896 -1.272 0.00
H -2.086 -1.337 -2.665 0.06
O 3.411 -2.548 3.414 -0.08
H 2.914 -2.601 2.579 -0.01
H 3.962 -1.769 3.387 0.02
O 1.679 -1.865 1.472 -0.06
H 1.810 -1.342 0.672 0.00
H 1.005 -1.350 1.963 0.07
```